Entry 1:
This record from OMol25 describes C24H29BrFIrN2O5S2Si2 as an isolated structure. The level of theory is ωB97M-V/def2-TZVPD.

Each line ends with the Mulliken charge.
Positions of all 67 atoms, in Å:
Ir1 -0.650 0.187 1.381  0.99
C1 4.642 -1.072 1.152  -1.25
Si1 2.796 -0.622 1.268  -0.14
C2 1.869 -2.223 1.615  -0.53
C3 2.745 0.442 2.821  -0.84
C4 2.356 0.305 -0.260  0.67
C5 1.594 1.463 -0.255  0.61
C6 1.814 2.541 -1.193  -1.00
C7 1.320 3.785 -0.982  -0.52
C8 0.504 4.038 0.147  -1.02
C9 0.135 2.955 0.891  -0.12
N1 0.561 1.692 0.663  0.88
Si2 2.892 -0.406 -1.874  0.25
C10 4.616 0.176 -2.425  -1.29
C11 2.909 -2.290 -1.844  -0.94
C12 1.682 -0.048 -3.277  -0.88
H1 4.945 -1.633 2.042  0.30
H2 5.227 -0.148 1.121  0.26
H3 4.908 -1.663 0.278  0.31
H4 2.336 -2.758 2.448  0.40
H5 1.860 -2.863 0.729  0.23
H6 0.831 -2.053 1.909  -0.01
H7 3.324 -0.072 3.597  0.30
H8 1.752 0.628 3.230  0.19
H9 3.216 1.409 2.622  0.27
H10 2.490 2.359 -2.018  0.17
H11 1.567 4.589 -1.668  0.41
H12 0.116 5.020 0.375  0.41
H13 -0.590 3.054 1.690  0.22
H14 5.361 -0.100 -1.674  0.32
H15 4.645 1.264 -2.530  0.31
H16 4.911 -0.269 -3.382  0.31
H17 3.576 -2.738 -1.110  0.28
H18 3.212 -2.643 -2.837  0.36
H19 1.886 -2.635 -1.666  0.16
H20 1.575 1.000 -3.557  0.33
H21 0.700 -0.422 -2.971  0.09
H22 1.990 -0.608 -4.166  0.40
Br1 -5.640 -0.356 -2.940  -0.22
C13 -4.584 -1.263 -1.614  -0.02
C14 -5.254 -1.927 -0.600  -0.31
C15 -4.463 -2.588 0.325  -0.45
C16 -3.085 -2.545 0.198  -0.52
C17 -2.535 -1.816 -0.846  0.23
N2 -3.290 -1.191 -1.760  -0.36
C18 -1.032 -1.748 -1.064  0.36
O1 -0.559 -2.572 -1.842  -0.73
O2 -0.354 -0.872 -0.426  -0.55
H23 -6.332 -1.912 -0.541  0.42
H24 -4.917 -3.118 1.153  0.41
H25 -2.442 -3.020 0.922  0.39
O3 -2.656 -1.111 4.690  -0.69
S1 -1.475 -0.968 3.867  1.06
O4 -1.791 -1.291 2.399  -0.65
O5 -0.312 -1.693 4.326  -0.63
S2 -0.974 1.022 3.530  -0.51
F1 -5.643 2.859 -0.958  -0.43
C19 -4.532 2.253 -0.435  0.20
C20 -3.347 2.306 -1.133  -0.59
C21 -2.223 1.699 -0.586  0.17
C22 -2.274 1.046 0.650  0.41
C23 -3.504 1.000 1.315  -0.52
C24 -4.636 1.600 0.774  -0.69
H26 -3.307 2.798 -2.097  0.39
H27 -1.296 1.720 -1.145  0.23
H28 -3.580 0.484 2.262  0.26
H29 -5.590 1.564 1.287  0.45

* HOMO level: -0.0514 hartree
* net charge: -2
* energy above the lowest of the compared OMol25 structures with the same formula, charge and spin: 0.00 kcal per mole



Entry 2:
This record from OMol25 describes a 3-piece molecular cluster, C3H11NO2 overall in a non-equilibrium geometry. The level of theory is ωB97M-V/def2-TZVPD.

Each line ends with the Mulliken charge.
Positions of all 17 atoms, in Å:
C1 0.147 -2.219 2.794  -0.79
C2 0.206 -1.476 1.654  0.45
N1 1.375 -0.994 1.168  -0.04
C3 1.349 0.286 0.519  -0.73
H1 0.972 -2.315 3.493  0.27
H2 -0.765 -2.659 3.175  0.29
H3 -0.610 -1.329 0.956  0.36
H4 2.217 -1.337 1.612  0.28
H5 1.884 0.304 -0.436  0.33
H6 0.354 0.655 0.276  0.26
H7 1.785 1.118 1.069  0.31
H8 -1.815 2.445 0.212  0.31
H9 -0.847 3.433 0.806  0.31
O1 -0.960 2.499 0.613  -0.61
H10 -1.974 0.971 -6.550  0.33
H11 -1.944 -0.031 -5.490  0.32
O2 -1.374 0.651 -5.871  -0.64

* spin multiplicity: 2
* HOMO level (alpha / beta): -0.4941 / -0.4941 hartree
* net charge: +1
* energy above the lowest of the compared OMol25 structures with the same formula, charge and spin: 9.80 kcal per mole



Entry 3:
This record from OMol25 describes a 2-piece molecular cluster, C5H6O3 overall in a non-equilibrium geometry. The level of theory is ωB97M-V/def2-TZVPD.

Each line ends with the Mulliken charge.
Positions of all 14 atoms, in Å:
C1 -2.980 -0.011 0.640  -0.03
C2 -1.924 0.576 0.575  -0.88
C3 -0.607 1.024 0.329  0.20
C4 1.907 -0.897 -0.050  0.01
C5 2.209 0.532 0.496  0.30
O1 -0.532 1.854 -0.891  -0.56
O2 0.738 -1.196 -0.344  -0.64
O3 3.152 1.150 0.594  -0.19
H1 -3.944 -0.280 0.956  0.45
H2 -0.193 1.798 1.109  0.34
H3 2.504 -1.526 0.718  0.25
H4 2.607 -0.960 -0.936  0.27
H5 -0.089 -0.018 0.030  0.16
H6 -0.966 1.353 -1.654  0.34

* HOMO level (alpha / beta): -0.3331 / -0.3331 hartree
* energy above the lowest of the compared OMol25 structures with the same formula, charge and spin: 145.28 kcal per mole